1.
16
Properties=species:S:1:pos:R:3:forces:R:3 method="wB97M-V/def2-TZVPD" relative_energy_kj_mol=57.7 homo_energy_ha="-0.417 / -0.417" spin_multiplicity=2 fmax_ev_per_a=2.00 s_squared=0.7545
H -1.3611 1.0059 1.8017 -0.095 -0.086 0.760
H 2.3364 1.7440 0.0750 0.710 0.101 0.136
H 1.4092 -2.1581 -0.2317 0.151 -0.048 -0.109
O 2.3659 2.4087 -0.6252 -0.098 -0.436 0.654
O 0.6066 1.1274 2.2217 0.445 0.058 0.850
H -1.3726 -1.6682 -1.2696 0.196 0.144 -0.037
O 2.1290 -1.5915 0.0700 -0.018 -0.111 0.131
H 1.6826 -1.0493 0.7309 0.154 -0.099 -0.209
O -1.8271 -2.3610 -0.7899 -0.201 -0.327 -0.178
H 1.5038 2.2281 -0.9869 -0.613 0.315 -0.860
C -0.3786 0.5302 1.6637 -0.532 0.645 -1.820
H -1.2330 0.6079 -0.5206 -0.125 -0.925 -0.236
H -1.8096 -2.0902 0.1282 0.087 0.127 0.167
O -0.1867 -0.2887 0.7806 -0.080 -0.264 0.770
O -1.6719 1.0562 -1.2385 0.074 1.495 -0.237
H -2.1928 0.4986 -1.8094 -0.055 -0.587 0.216

2.
9
Properties=species:S:1:pos:R:3:forces:R:3 method="wB97M-V/def2-TZVPD" relative_energy_kj_mol=160.8 homo_energy_ha="-0.650 / -0.650" spin_multiplicity=5 fmax_ev_per_a=4.50 charge=+2 s_squared=6.0133
C -1.8286 -0.3320 0.7175 -0.205 -0.095 -0.728
H -0.8374 0.0264 0.9952 0.009 -0.698 0.424
V 1.6576 0.2441 -2.3260 2.214 -0.779 3.842
Cl -1.9613 -2.1251 0.4080 -0.081 2.129 0.717
F 3.5009 -0.7322 -1.1500 -2.334 1.847 -1.495
Cl -3.0173 0.1045 2.0156 0.583 -0.676 -0.905
Cl -2.2148 0.6685 -0.6969 -0.371 -0.636 0.645
Ag 3.4199 1.2356 0.2711 0.604 -0.529 0.119
F 1.2811 0.9101 -0.2345 -0.419 -0.563 -2.620

3.
34
Properties=species:S:1:pos:R:3:forces:R:3 method="wB97M-V/def2-TZVPD" relative_energy_kj_mol=0.0 homo_energy_ha="-0.081 / -0.052" spin_multiplicity=2 fmax_ev_per_a=3.23 charge=-3 s_squared=0.7605
F 1.4252 1.8535 -0.2395 -0.691 0.637 -0.505
C -2.5172 -0.9145 -2.5540 0.941 1.626 1.277
F 2.7282 1.4750 3.2449 -0.495 0.467 0.109
F 2.4956 -0.8688 -0.8667 0.042 0.810 -2.114
F -2.8790 1.6507 3.4410 -0.889 -1.161 -0.345
F -3.3134 -0.8217 1.2911 -0.303 -0.080 -0.189
F 0.4257 0.8271 -1.9498 -0.168 -0.412 -0.633
F 1.3105 -1.8294 -2.7130 -0.802 0.682 -0.162
F -2.0586 1.2084 1.4155 -0.901 0.148 -1.056
H -3.6704 -0.0886 -3.4867 -0.530 0.638 -0.610
F -0.8401 2.1294 -0.6560 -0.425 0.188 0.250
F -4.3413 1.1147 1.5880 -0.494 0.463 1.087
P 0.4858 2.3980 -1.5002 1.861 -1.382 2.234
O -1.8004 -1.8722 -2.1929 0.797 -1.819 0.140
P 1.9564 0.0866 2.9883 -0.098 -0.052 -1.719
O -3.2219 -0.9160 -3.6762 -0.544 -1.261 -1.024
F -0.3364 2.8408 -2.7647 -1.106 0.510 -0.984
F 1.3214 0.1309 4.4907 0.194 -0.308 -1.107
O -2.5405 0.1050 -1.8890 -0.398 0.905 0.828
F -4.0236 -0.3611 3.4486 -0.147 0.278 -0.155
F 0.6851 0.8735 2.2606 0.253 -0.368 1.386
F 1.7010 -2.8015 -0.6991 -0.986 -2.223 0.550
F 3.5446 -1.5272 -3.0397 -0.814 0.137 0.640
F 2.5424 -0.0775 1.5324 0.877 0.790 -1.347
Al -0.3133 -0.8351 0.1834 0.316 1.029 -0.266
P -3.1259 0.4125 2.3643 2.956 0.413 -1.238
F 1.1879 -1.3526 2.6097 -0.354 0.034 1.421
P 2.5824 -2.1805 -1.8616 2.760 0.477 0.206
F 3.3185 -0.6560 3.4681 -0.493 -0.833 1.363
F 0.5682 3.8923 -0.9074 -0.110 0.471 -0.201
F 4.0003 -2.4885 -1.0674 -0.674 -1.039 -0.392
F -1.7571 -0.3911 2.7673 -0.439 -0.535 1.865
F 2.6343 -3.6541 -2.6799 0.326 0.742 1.000
F 1.8255 2.6378 -2.3499 0.538 0.026 -0.308

4.
5
Properties=species:S:1:pos:R:3:forces:R:3 method="wB97M-V/def2-TZVPD" relative_energy_kj_mol=0.0 homo_energy_ha="-0.883 / -0.965" spin_multiplicity=2 fmax_ev_per_a=9.94 charge=+2 s_squared=0.7541
H 0.2673 1.4150 -0.3497 1.408 0.369 1.155
C 0.4738 -0.1880 0.5066 3.105 4.829 0.847
O 0.8739 1.0053 0.3851 -1.337 -1.703 -0.555
Be -1.1589 -1.6268 -0.3610 -5.866 -7.806 -1.867
O -0.4560 -0.6056 -0.1809 2.690 4.312 0.421

5.
10
Properties=species:S:1:pos:R:3:forces:R:3 method="wB97M-V/def2-TZVPD" relative_energy_kj_mol=456.0 homo_energy_ha="-0.151 / -0.153" spin_multiplicity=1 fmax_ev_per_a=4.78 charge=-1
F 0.5138 -0.6204 -2.0697 0.882 -2.439 0.748
F -0.3682 1.0691 -1.9369 -0.644 0.776 1.377
F 0.2187 2.0176 -0.1445 1.012 0.192 1.166
Bi -1.3041 -1.8192 2.2264 -0.374 1.330 -0.769
C 0.2141 0.2459 -1.0041 -3.738 2.029 -2.186
O 0.1333 -1.8353 0.6466 0.388 0.117 0.828
S 1.2227 -0.8197 0.2392 3.721 2.045 -0.004
O 1.9169 0.2013 1.1049 -2.268 -2.419 -0.260
O -1.4241 0.2473 0.3026 1.470 2.624 0.987
H -1.1231 1.3134 0.6356 -0.449 -4.255 -1.887

6.
5
Properties=species:S:1:pos:R:3:forces:R:3 method="wB97M-V/def2-TZVPD" relative_energy_kj_mol=102.7 homo_energy_ha="-0.363 / -0.347" spin_multiplicity=1 fmax_ev_per_a=2.64
Br 1.0826 -2.0888 -0.4179 -0.769 1.454 -0.103
Br 1.8123 -3.8441 1.4229 0.112 -0.158 0.228
H -0.3002 0.2539 0.0735 1.955 -1.487 -0.962
F 1.6879 0.5656 -0.5359 -1.315 -0.863 0.200
C 0.6142 -0.2666 -0.4619 0.018 1.054 0.636

7.
6
Properties=species:S:1:pos:R:3:forces:R:3 method="wB97M-V/def2-TZVPD" relative_energy_kj_mol=0.0 homo_energy_ha=-0.406 spin_multiplicity=1 fmax_ev_per_a=1.27 smiles="O=C(F)Br.Br"
F 0.4216 -0.6122 -1.4217 -0.258 -0.151 -0.676
Br -0.5797 2.1579 0.5320 -0.384 -0.003 -0.046
H -1.9744 1.9914 0.2626 0.278 0.081 0.060
O 1.5879 -0.2969 0.3776 0.523 -0.177 0.536
C 0.7786 -0.9222 -0.1885 0.378 1.172 -0.315
Br -0.2340 -2.3180 0.4380 -0.537 -0.921 0.441

8.
6
Properties=species:S:1:pos:R:3:forces:R:3 method="wB97M-V/def2-TZVPD" relative_energy_kj_mol=115.7 homo_energy_ha=-0.353 spin_multiplicity=1 fmax_ev_per_a=3.76 smiles=FC(S)(Br)Br
S -1.6453 0.0061 0.3860 2.719 -1.610 -0.101
F 0.9642 -0.2257 1.3158 0.607 -0.286 -0.882
Br 0.4928 -1.9899 -0.7473 0.804 0.386 0.105
Br 1.3909 1.2355 -0.9754 -0.600 -1.265 0.663
H -1.7612 1.2175 -0.0223 -0.006 1.709 -0.548
C 0.5587 -0.2435 0.0433 -3.524 1.067 0.764